# 1
Here is C15H32AsIrN4SeSi2 as an isolated structure in a non-equilibrium geometry from the Open Molecules 2025 dataset. Energies are from ωB97M-V with the def2-TZVPD basis set.

Total charge ... +2
Multiplicity ... 1
Strongest force on any atom ... 1.78 eV Å⁻¹
HOMO-LUMO gap (spin up / spin down) ... 0.22378 / 0.22649 Eh
Highest occupied orbital energy (spin up / spin down) ... -14.29 / -14.36 eV

The geometry in XYZ format:
```
56
Properties=species:S:1:pos:R:3:forces:R:3:lowdin_charge:R:1
Ir -1.372 -0.324 0.036 -0.2 -1.2 0.5 0.720
N -3.488 0.662 0.105 0.8 -0.6 -0.8 -0.079
C -4.664 -0.087 0.590 -0.4 -0.4 0.1 -0.227
C -4.699 -1.525 0.066 0.3 0.2 0.4 -0.175
C -3.752 -2.488 0.786 -0.6 0.0 0.0 -0.232
N -2.394 -2.453 0.218 0.4 1.1 -0.3 -0.060
H -3.483 1.574 0.554 0.3 0.0 0.0 0.105
H -3.620 0.839 -0.891 -0.1 0.3 0.1 0.071
H -5.585 0.422 0.278 0.2 0.0 0.1 0.133
H -4.650 -0.095 1.683 0.1 0.0 -0.1 0.124
H -4.456 -1.526 -1.001 -0.2 -0.1 -0.1 0.083
H -5.721 -1.891 0.171 0.1 0.0 -0.1 0.130
H -4.152 -3.505 0.703 0.1 0.1 0.0 0.132
H -3.692 -2.246 1.849 0.0 0.0 -0.1 0.125
H -2.439 -2.808 -0.738 0.2 0.0 0.1 0.079
H -1.804 -3.099 0.740 0.1 0.3 -0.1 0.097
Se -2.460 -0.892 -3.318 -0.1 0.1 0.8 1.174
N -1.269 -0.038 -2.266 0.3 0.0 1.4 -0.377
C -0.177 0.211 -3.002 -0.7 -0.2 0.2 -0.371
C 0.965 0.916 -2.587 0.7 0.3 0.1 -0.061
C 2.000 1.067 -3.470 -0.5 0.1 0.8 -0.039
C 1.948 0.529 -4.777 -0.4 -0.5 -0.7 -0.030
C 0.846 -0.139 -5.227 0.8 0.3 -0.2 0.021
C -0.247 -0.297 -4.350 -0.8 -0.1 0.6 -0.353
N -1.385 -0.902 -4.651 0.5 -0.2 -1.3 -0.225
H 0.992 1.323 -1.584 0.1 0.0 0.0 0.078
H 2.884 1.611 -3.174 0.1 0.1 0.1 0.118
H 2.804 0.655 -5.423 0.0 0.0 -0.1 0.123
H 0.780 -0.556 -6.217 0.0 0.0 -0.2 0.132
C 3.737 1.279 0.105 -0.5 -0.7 0.2 -0.184
Si 3.127 -0.497 0.435 0.1 -0.7 0.0 0.419
C 2.984 -1.607 -1.107 0.1 0.6 0.6 -0.212
C 3.925 -1.310 1.960 -0.4 0.3 -0.6 -0.211
As 0.726 -0.469 1.152 -0.1 1.0 -1.5 0.801
Si 0.523 1.372 2.747 -0.8 0.4 0.2 0.369
C 1.938 1.344 4.006 -0.5 -0.2 -0.6 -0.196
C -1.195 0.868 3.420 0.6 0.3 -0.1 -0.245
C 0.434 2.957 1.678 0.1 -0.7 0.3 -0.203
H 4.664 1.247 -0.462 0.2 -0.2 -0.1 0.045
H 3.952 1.807 1.028 0.0 0.0 0.2 0.029
H 3.027 1.865 -0.467 -0.1 0.1 -0.1 0.006
H 3.907 -1.601 -1.674 0.3 0.0 -0.1 0.040
H 2.189 -1.264 -1.765 0.0 0.1 0.0 -0.005
H 2.775 -2.634 -0.830 0.0 -0.2 0.2 0.034
H 4.984 -1.489 1.803 0.2 0.0 -0.1 0.042
H 3.458 -2.269 2.178 0.0 -0.1 0.0 0.034
H 3.832 -0.681 2.841 0.0 0.1 0.1 0.013
H 2.070 0.352 4.431 0.0 -0.2 0.1 0.033
H 1.741 2.023 4.828 -0.2 0.2 0.1 0.044
H 2.879 1.650 3.558 0.1 0.1 -0.1 0.025
H -1.104 0.026 4.101 0.0 -0.2 0.1 0.035
H -1.840 0.557 2.590 0.1 0.1 0.0 -0.040
H -1.690 1.671 3.956 -0.1 0.2 0.1 0.037
H 1.404 3.209 1.259 0.2 0.0 -0.1 0.021
H 0.113 3.809 2.273 0.0 0.1 0.2 0.040
H -0.270 2.844 0.853 0.0 -0.1 0.0 0.009
```
Positions in Å, forces in eV/Å.



# 2
Here is one molecule with the formula C16H22N4O2S in a non-equilibrium geometry from the Open Molecules 2025 dataset. Energies are from ωB97M-V with the def2-TZVPD basis set.

Multiplicity ... 1
Strongest force on any atom ... 1.13 eV Å⁻¹
Energy above the lowest of the compared OMol25 structures with the same formula, charge and spin ... 39.3 kcal/mol
HOMO-LUMO gap ... 0.32025 Eh
Structure (SMILES) ... CCN(CC)S(=O)(=O)c1ccc(NCCc2ccccn2)nc1
Highest occupied orbital energy ... -8.10 eV

The geometry in XYZ format:
```
45
Properties=species:S:1:pos:R:3:forces:R:3:lowdin_charge:R:1
C 0.576 0.626 -3.435 0.0 -0.2 -0.2 -0.061
C 0.351 -0.607 -4.312 -0.2 0.6 -0.1 -0.243
N 0.256 -1.844 -3.583 -1.0 -0.5 0.0 -0.267
C 1.418 -2.640 -3.288 0.3 -0.4 0.4 -0.248
C 2.314 -2.075 -2.184 -0.1 -0.1 -0.2 -0.070
S -1.233 -2.352 -3.064 0.3 0.1 0.1 0.669
O -1.174 -3.774 -2.883 0.2 0.1 0.2 -0.284
O -2.219 -1.803 -3.952 0.1 0.3 0.2 -0.286
C -1.445 -1.594 -1.466 -0.2 -0.2 -0.7 -0.270
C -2.184 -0.425 -1.336 0.0 -0.1 0.1 -0.065
C -2.293 0.164 -0.098 0.1 0.0 0.0 -0.001
C -1.648 -0.447 0.998 -0.2 -0.1 -0.2 -0.323
N -1.732 0.006 2.268 0.0 -0.2 0.3 0.035
C -2.150 1.326 2.659 0.1 0.3 -0.1 -0.194
C -1.059 2.383 2.434 -0.2 -0.2 0.0 -0.117
C 0.133 2.184 3.332 0.1 0.3 -0.1 -0.279
C 1.089 3.188 3.472 0.1 -0.1 0.1 -0.025
C 2.173 2.969 4.302 -0.1 0.0 0.0 -0.067
C 2.274 1.756 4.967 0.0 0.0 0.0 -0.066
C 1.274 0.820 4.762 0.4 0.0 0.3 -0.128
N 0.235 1.026 3.971 -0.3 -0.1 0.0 0.098
N -0.943 -1.580 0.855 0.1 0.0 0.3 0.131
C -0.858 -2.134 -0.337 0.0 -0.1 -0.1 -0.135
H 1.533 0.580 -2.924 0.1 0.0 0.1 0.059
H 0.557 1.519 -4.056 0.0 0.1 0.0 0.075
H -0.210 0.704 -2.688 0.0 0.1 0.1 0.056
H 1.159 -0.695 -5.046 -0.1 -0.1 0.0 0.124
H -0.595 -0.499 -4.847 0.2 0.1 -0.2 0.105
H 1.030 -3.614 -2.988 0.3 0.0 -0.1 0.103
H 2.005 -2.771 -4.205 -0.1 0.0 0.0 0.122
H 1.724 -1.813 -1.310 0.0 0.0 0.1 0.062
H 3.048 -2.824 -1.897 0.1 0.0 0.1 0.074
H 2.847 -1.192 -2.527 0.1 0.1 0.0 0.062
H -2.666 -0.014 -2.210 -0.1 0.1 0.0 0.118
H -2.867 1.068 0.028 -0.1 0.1 0.0 0.101
H -1.080 -0.426 2.910 -0.1 0.0 -0.1 0.116
H -3.051 1.603 2.107 0.0 0.0 0.1 0.109
H -2.395 1.289 3.722 -0.1 0.0 -0.1 0.121
H -0.724 2.336 1.394 0.0 0.1 0.0 0.121
H -1.472 3.380 2.605 0.0 0.0 -0.1 0.119
H 0.977 4.121 2.940 0.0 0.1 -0.1 0.112
H 2.928 3.731 4.430 0.0 0.1 0.0 0.106
H 3.102 1.544 5.624 0.1 0.0 0.1 0.100
H 1.297 -0.145 5.253 0.1 0.0 0.1 0.109
H -0.303 -3.060 -0.400 0.1 -0.1 0.0 0.119
```
Positions in Å, forces in eV/Å.